1.
Formula: C50H45Cl3FeGeN9O2S3
Source: OMol25
Level of theory: ωB97M-V/def2-TZVPD

**Multiplicity**: 6
**Kohn-Sham gap (spin up / spin down)**: 6.59 / 5.94 eV
**Calculated total energy**: -8491.245762 Ha
**F_max**: 0.39 eV/Å

Last column: Mulliken charge in e.
Positions of all 114 atoms, in Å:
Fe  -1.96393  -1.15074  -0.04105  -0.35
N  0.05542  -1.49473  -0.46040  0.94
S  1.43333  -1.09827  -0.45715  0.85
N  1.92416  0.36187  0.18573  0.23
S  1.87916  1.70428  -0.55153  0.83
N  0.66635  2.21288  -1.32839  0.23
S  -0.92059  2.07904  -0.76573  1.44
N  -1.59983  0.81305  -0.82782  -0.29
C  -1.60253  3.37461  -1.77416  0.35
C  -0.83660  4.27560  -2.50650  -0.08
C  -1.48524  5.24610  -3.25642  -0.87
C  -2.87368  5.30217  -3.27102  -0.64
C  -3.62574  4.39272  -2.53946  -0.53
C  -2.98916  3.42313  -1.77960  -0.36
C  -0.81500  2.82050  0.85495  0.07
C  -0.86006  1.93949  1.92708  0.86
C  -0.73231  2.45761  3.20964  -0.42
C  -0.57406  3.82286  3.40203  -1.17
C  -0.54579  4.69027  2.31693  -0.99
C  -0.66648  4.19192  1.03021  -0.25
C  2.42078  2.84915  0.69516  0.56
C  2.73029  2.42310  1.97428  -0.05
C  3.16680  3.36643  2.89667  -0.77
C  3.29074  4.69696  2.52831  -0.62
C  2.98215  5.10404  1.23450  -0.75
C  2.54129  4.17757  0.30749  -0.92
C  3.19637  1.84193  -1.73908  0.73
C  4.47555  1.54000  -1.28878  -0.89
C  5.53072  1.61043  -2.17994  -0.78
C  5.29881  1.98051  -3.50091  -0.61
C  4.01812  2.29231  -3.92926  -0.86
C  2.94928  2.22777  -3.04341  -0.02
C  2.12142  -1.10471  -2.11044  0.44
C  3.40249  -1.52246  -2.43833  -0.27
C  3.78657  -1.51745  -3.77363  -0.68
C  2.89683  -1.10389  -4.75575  -0.76
C  1.61106  -0.70215  -4.41337  -0.70
C  1.21323  -0.70609  -3.08579  -0.34
C  2.48705  -2.12355  0.54085  -0.07
C  1.88537  -3.29529  0.96737  -0.52
C  2.60466  -4.17596  1.76357  -0.65
C  3.91705  -3.87644  2.10370  -0.79
C  4.51037  -2.69308  1.67176  -0.88
C  3.79219  -1.80013  0.89224  0.15
H  0.24101  4.20736  -2.49174  0.16
H  -0.90553  5.95543  -3.83407  0.45
H  -3.37492  6.05829  -3.86224  0.41
H  -4.70703  4.41425  -2.57235  0.45
H  -3.55523  2.69712  -1.20782  0.06
H  -1.01861  0.87806  1.75094  -0.43
H  -0.76882  1.79278  4.06300  0.52
H  -0.48621  4.21698  4.40721  0.39
H  -0.43244  5.75596  2.47263  0.45
H  -0.65503  4.85900  0.17739  0.51
H  2.62040  1.37747  2.23151  0.50
H  3.40460  3.05692  3.90598  0.48
H  3.62691  5.42647  3.25452  0.42
H  3.07804  6.14425  0.95177  0.47
H  2.29518  4.47190  -0.70693  0.28
H  4.63467  1.26571  -0.25216  0.16
H  6.53379  1.37866  -1.84631  0.46
H  6.12614  2.02809  -4.19775  0.42
H  3.84443  2.58366  -4.95710  0.48
H  1.93647  2.45702  -3.34889  0.45
H  4.09112  -1.85735  -1.67416  0.46
H  4.78170  -1.84687  -4.04494  0.47
H  3.20474  -1.10189  -5.79386  0.41
H  0.91302  -0.39313  -5.18157  0.50
H  0.21091  -0.41576  -2.78721  0.20
H  0.85794  -3.48994  0.68637  -0.06
H  2.12614  -5.08282  2.11432  0.56
H  4.48212  -4.56319  2.72147  0.41
H  5.53140  -2.46324  1.95033  0.47
H  4.22870  -0.86239  0.57393  0.29
N  -4.02866  -0.97845  -0.67948  -0.14
C  -4.79946  -0.09906  -0.60225  0.59
C  -5.67666  0.94841  -0.47216  0.19
C  -6.04099  1.72901  -1.60441  0.17
N  -6.31384  2.38850  -2.51080  -0.61
C  -6.13255  1.31429  0.83099  0.01
N  -6.48140  1.62105  1.88547  -0.54
C  -2.61602  -2.87841  3.51685  -1.67
C  -2.08604  -1.48329  3.17820  1.48
C  -0.66250  -1.35537  3.72840  -1.05
C  -3.00959  -0.44678  3.81974  -1.50
O  -2.06023  -1.27581  1.79900  0.38
H  -2.76382  -2.99018  4.59446  0.53
H  -1.90484  -3.64366  3.19651  0.23
H  -3.57503  -3.03993  3.01689  0.23
H  -0.62930  -1.54842  4.80545  0.51
H  -0.27038  -0.35141  3.53943  -0.12
H  -0.01289  -2.07410  3.22128  0.09
H  -3.05979  -0.57286  4.90542  0.40
H  -4.01455  -0.55130  3.40457  0.36
H  -2.66432  0.56313  3.59608  0.16
Cl  -4.80890  -5.38234  -1.15112  -0.39
Ge  -5.11930  -3.17119  -1.04470  0.86
Cl  -6.91173  -2.88129  -2.24452  -0.35
Cl  -5.79551  -3.00959  1.01907  -0.34
N  -2.60580  -6.51622  1.92501  -0.25
C  -1.37097  -6.13165  1.52976  -0.25
O  -0.34684  -6.39329  2.13673  -0.66
C  -1.33752  -5.32611  0.26708  0.29
C  -0.55124  -5.73249  -0.79898  -0.29
C  -0.53723  -4.96090  -1.94670  -0.78
C  -1.28289  -3.79587  -1.96765  -0.91
N  -2.02329  -3.38364  -0.93878  0.23
C  -2.06126  -4.14953  0.15007  -0.14
H  -2.69855  -7.07389  2.75659  0.26
H  -3.41739  -6.32681  1.36319  0.16
H  0.03352  -6.64133  -0.72058  0.49
H  0.04087  -5.25266  -2.81329  0.45
H  -1.28882  -3.15678  -2.84384  0.50
H  -2.67649  -3.79193  0.96623  0.80

Atoms 1-6, force components in eV/Å:
0.4 0.1 0.1
-0.3 -0.1 -0.1
0.1 0.0 0.0
0.1 -0.1 0.1
0.2 0.1 0.0
-0.2 0.1 0.0

2.
Formula: C50H46BrN2O2RuS2
Source: OMol25
Level of theory: ωB97M-V/def2-TZVPD

**Multiplicity**: 2
**Kohn-Sham gap (spin up / spin down)**: 7.42 / 6.62 eV
**Calculated total energy**: -5657.708554 Ha
**Net charge**: +2
**F_max**: 1.54 eV/Å

Last column: Mulliken charge in e.
Positions of all 104 atoms, in Å:
Ru  0.41439  1.32042  -0.51826  -0.73
C  -5.75316  2.90829  2.68604  -1.65
C  -4.46733  2.19595  2.37635  1.05
C  -3.43011  2.14618  3.30372  -1.02
C  -2.24693  1.47473  3.02677  -0.25
C  -2.11493  0.84094  1.80312  0.27
C  -3.12435  0.88595  0.84711  -0.55
C  -4.29333  1.56190  1.14308  -1.01
S  -0.57406  0.03600  1.46475  2.56
O  0.35012  0.33049  2.59136  -0.79
C  -1.01994  -1.69565  1.56519  0.54
C  -1.95650  -2.02138  2.57425  -1.27
C  -2.33488  -3.31422  2.75052  -1.27
C  -1.84270  -4.33656  1.90243  0.70
C  -2.28602  -5.67457  2.03940  -1.02
C  -1.83796  -6.64372  1.19228  -0.66
C  -0.92444  -6.31938  0.16460  -1.00
C  -0.46645  -5.04312  0.01747  -0.90
C  -0.90726  -4.01159  0.88928  1.46
C  -0.46226  -2.65958  0.74770  -1.39
C  0.60186  -2.40226  -0.27275  0.29
C  1.92320  -2.89537  -0.04512  0.90
C  2.30409  -3.46918  1.19392  -0.89
C  3.56655  -3.95742  1.37085  -1.02
C  4.50829  -3.91143  0.31847  -0.77
C  4.17485  -3.34387  -0.87668  -0.92
C  2.88342  -2.80501  -1.08255  0.98
C  2.54975  -2.15420  -2.30031  -1.49
C  1.31638  -1.61831  -2.48339  -0.94
C  0.34587  -1.76810  -1.46175  1.90
S  -1.25766  -1.05870  -1.68646  1.34
O  -0.90173  0.43623  -1.95456  -0.90
C  -1.78378  -1.71077  -3.23137  0.12
C  -2.53486  -2.87616  -3.17613  -0.52
C  -2.94302  -3.46326  -4.36406  -1.02
C  -2.62503  -2.89053  -5.59288  0.96
C  -3.07654  -3.51642  -6.88128  -1.44
C  -1.88620  -1.70343  -5.61085  -0.85
C  -1.45635  -1.10826  -4.44104  -0.37
H  -5.69625  3.44211  3.63241  0.39
H  -6.57753  2.19629  2.74893  0.37
H  -6.00234  3.62301  1.90096  0.38
H  -3.54917  2.63845  4.26117  0.39
H  -1.43315  1.43916  3.73981  0.60
H  -3.00715  0.39907  -0.11223  0.27
H  -5.08797  1.60052  0.40773  0.47
H  -2.35715  -1.24436  3.21040  0.62
H  -3.03602  -3.57290  3.53429  0.46
H  -2.99117  -5.91049  2.82670  0.47
H  -2.18323  -7.66323  1.29996  0.44
H  -0.58383  -7.09323  -0.51067  0.48
H  0.23491  -4.81768  -0.77504  0.52
H  1.58624  -3.52092  2.00327  0.58
H  3.84686  -4.39376  2.32053  0.48
H  5.49756  -4.32391  0.46797  0.45
H  4.89544  -3.29104  -1.68385  0.50
H  3.29821  -2.08483  -3.08068  0.40
H  1.06053  -1.10466  -3.40092  0.43
H  -2.80090  -3.31958  -2.22245  0.47
H  -3.53007  -4.37225  -4.33444  0.33
H  -3.62187  -4.44153  -6.70725  0.36
H  -2.22164  -3.73744  -7.52160  0.35
H  -3.72695  -2.83514  -7.43171  0.34
H  -1.65310  -1.23907  -6.56140  0.44
H  -0.91381  -0.17189  -4.45818  0.46
Br  1.01397  2.74033  -2.47828  0.04
C  2.87370  2.32683  -2.45723  0.95
C  3.71206  2.80321  -3.41350  -0.73
C  5.07763  2.45778  -3.31760  -0.67
C  5.52576  1.68875  -2.28138  -1.20
C  4.63726  1.20600  -1.28853  1.01
C  5.08331  0.42928  -0.18904  -1.13
C  4.20054  -0.02737  0.74442  -1.65
C  2.82235  0.24610  0.61954  -0.09
C  2.33630  1.00737  -0.41846  2.55
C  3.25994  1.51550  -1.38545  -0.18
H  3.35737  3.43100  -4.21971  0.51
H  5.76560  2.81973  -4.06931  0.44
H  6.57767  1.44352  -2.20361  0.47
H  6.14051  0.20864  -0.10218  0.47
H  4.54816  -0.61436  1.58393  0.53
H  2.14576  -0.13863  1.37151  0.28
C  -1.94585  5.17296  1.57971  -0.17
C  -0.55150  5.61787  1.14856  -1.38
N  0.53650  4.92062  1.84622  0.18
C  1.18479  5.63878  2.95723  -0.80
C  0.40991  5.55969  4.26369  -1.02
C  0.83421  3.65674  1.55538  0.78
C  1.90080  2.96276  2.33863  -1.26
N  0.20405  3.01562  0.58505  0.32
H  -2.69757  5.72788  1.01800  0.44
H  -2.10502  5.36644  2.63935  0.24
H  -2.11181  4.10680  1.40930  -0.24
H  -0.41947  6.68043  1.34036  0.44
H  -0.41581  5.49734  0.06937  0.54
H  1.28732  6.67578  2.63985  0.44
H  2.19401  5.25774  3.08108  0.41
H  -0.53487  6.09912  4.20271  0.31
H  0.99462  6.00870  5.06616  0.41
H  0.19768  4.52432  4.53576  0.25
H  2.87767  3.38915  2.10330  0.41
H  1.89578  1.91006  2.10635  -0.34
H  1.72786  3.07612  3.40781  0.50
H  -0.41866  3.62611  0.06814  0.08

Atoms 1-6, force components in eV/Å:
-1.5 -0.2 -0.4
0.0 0.0 0.0
0.0 0.0 0.0
0.0 0.0 0.0
0.0 0.1 0.0
0.0 0.1 -0.1

3.
Formula: C50H47AsN10O2PbS4Se
Source: OMol25
Level of theory: ωB97M-V/def2-TZVPD

**Kohn-Sham gap**: 6.96 eV
**Calculated total energy**: -9054.440288 Ha
**F_max**: 0.93 eV/Å

Last column: Mulliken charge in e.
Positions of all 116 atoms, in Å:
Pb  -0.22088  -0.30656  0.41692  1.18
N  -2.94771  0.21967  -3.27087  -0.39
C  -2.57665  0.13696  -1.95926  0.13
S  -1.89540  -1.37503  -1.45481  -0.54
N  -2.82540  1.18989  -1.22587  -1.57
N  -2.30609  1.20257  0.01689  2.22
C  -2.90930  1.87646  0.92831  -0.06
C  -4.20288  2.57384  0.69863  -0.81
C  -4.29645  3.65723  -0.16714  -0.07
C  -5.50942  4.30311  -0.34897  -0.80
C  -6.64508  3.85885  0.31205  -0.51
C  -6.56294  2.76114  1.15673  -0.82
C  -5.34899  2.12265  1.35054  0.08
C  -2.30855  1.88820  2.27592  -0.14
C  -2.89842  2.58203  3.33550  -0.43
C  -2.34964  2.46972  4.60078  -1.36
C  -1.20741  1.70645  4.77665  -0.97
C  -0.65251  1.09821  3.66206  -0.66
N  -1.18213  1.18697  2.45218  1.64
H  -3.03084  -0.65785  -3.75363  0.27
H  -3.61067  0.94263  -3.50358  0.24
H  -3.41294  4.00212  -0.68832  0.41
H  -5.57136  5.15952  -1.00832  0.41
H  -7.59246  4.36053  0.16469  0.39
H  -7.44776  2.40304  1.66725  0.41
H  -5.27779  1.26435  2.00832  0.49
H  -3.77442  3.18752  3.16029  0.65
H  -2.81495  2.96704  5.44198  0.44
H  -0.76224  1.58407  5.75397  0.63
H  0.23090  0.47744  3.72884  0.12
Se  4.51217  -5.93156  -4.63931  0.24
N  3.51096  -4.55886  -5.11353  -0.88
C  3.14360  -3.93945  -4.01908  0.93
C  2.30676  -2.76031  -3.99401  0.62
C  1.76809  -2.21016  -5.15743  -0.66
C  0.94884  -1.10943  -5.05858  -1.36
C  0.71824  -0.57557  -3.79272  -0.25
N  1.23523  -1.07163  -2.68620  0.46
C  2.00264  -2.15880  -2.75817  -0.38
C  2.49015  -2.74368  -1.49686  -0.68
N  2.15328  -2.14975  -0.33863  0.43
C  2.52626  -2.71908  0.79535  -1.00
C  3.25266  -3.90590  0.86943  -0.75
C  3.63430  -4.50702  -0.30379  -0.82
C  3.25923  -3.92298  -1.51614  0.69
C  3.62156  -4.51446  -2.78684  0.82
N  4.37180  -5.58082  -2.91727  -0.87
H  1.99987  -2.66965  -6.10894  0.51
H  0.48770  -0.67564  -5.93491  0.49
H  0.07557  0.28936  -3.66559  0.53
H  2.19552  -2.21790  1.69242  0.79
H  3.49213  -4.33276  1.83402  0.55
H  4.20751  -5.42442  -0.31914  0.52
O  -0.02915  -1.64116  2.17723  0.05
C  -0.35352  -2.50305  3.20296  1.72
C  -0.85486  -3.84564  2.67656  -0.97
C  -1.51839  -4.83354  3.33971  -0.17
C  -1.75657  -5.97616  2.52836  -0.97
C  -1.28053  -5.81713  1.26632  -0.57
S  -0.53562  -4.28511  1.04539  0.17
C  0.90535  -2.74850  4.05596  -0.20
C  1.92494  -1.87059  4.26991  -0.31
C  2.96002  -2.39463  5.09093  -0.95
C  2.71622  -3.67273  5.47699  -0.71
S  1.22887  -4.25512  4.83985  -0.10
C  -1.45060  -1.96124  4.11756  -0.17
C  -1.45226  -1.78819  5.46700  -0.31
C  -2.69194  -1.29624  5.96408  -0.92
C  -3.60299  -1.09942  4.97750  -0.55
S  -2.97144  -1.51644  3.43376  -0.07
H  -1.82844  -4.74716  4.37188  0.56
H  -2.26850  -6.86330  2.87203  0.44
H  -1.32609  -6.50525  0.43750  0.47
H  1.95334  -0.88414  3.82927  0.47
H  3.83969  -1.83472  5.37558  0.39
H  3.33230  -4.31696  6.08350  0.42
H  -0.59817  -1.99930  6.09516  0.60
H  -2.89191  -1.11130  7.01004  0.42
H  -4.61569  -0.73799  5.06022  0.52
N  3.56060  4.63648  -4.58913  -0.31
C  3.96449  3.47622  -4.01105  0.23
O  5.06436  3.00265  -4.21529  -0.63
C  2.98487  2.81779  -3.07892  0.77
C  3.47408  1.81431  -2.24919  -0.82
C  2.62909  1.24519  -1.31408  -0.47
N  1.35630  1.60518  -1.17982  2.10
C  0.86945  2.51058  -2.01738  -1.34
C  1.64016  3.15247  -2.97777  -1.02
H  4.21865  5.12736  -5.16855  0.24
H  2.67178  5.06033  -4.40553  0.14
H  4.50853  1.51426  -2.34416  0.56
H  2.96838  0.46577  -0.63987  0.18
H  -0.18858  2.73492  -1.91510  0.37
H  1.17462  3.88246  -3.62725  0.28
C  4.40563  3.49821  0.91984  -1.32
C  2.98747  4.06166  0.86947  -0.71
As  1.65952  2.90162  1.79430  0.53
C  2.49933  2.94654  3.59952  -0.66
C  2.68556  4.30869  4.25683  -1.45
C  0.30666  4.33382  2.01364  -0.98
C  -0.47555  4.56226  0.72206  -0.89
H  5.09551  4.11776  0.34424  0.42
H  4.43942  2.48817  0.51092  0.17
H  4.76649  3.45523  1.94845  0.34
H  2.66003  4.15984  -0.16906  0.29
H  2.96969  5.06250  1.30749  0.65
H  3.46521  2.44693  3.48823  0.59
H  1.89952  2.30120  4.24532  0.28
H  3.29414  4.96774  3.63504  0.26
H  3.18306  4.20549  5.22337  0.46
H  1.72389  4.79411  4.42656  0.27
H  0.79968  5.26196  2.30995  0.72
H  -0.37434  4.04812  2.81950  0.30
H  0.18984  4.89804  -0.07694  0.39
H  -1.24683  5.32357  0.85696  0.47
H  -0.95862  3.64070  0.39570  -0.23

Atoms 1-6, force components in eV/Å:
0.8 0.4 -0.1
0.0 0.0 -0.1
0.1 -0.2 0.5
-0.3 -0.2 -0.1
-0.3 0.6 -0.6
0.1 -0.4 0.4